(1)
The following is a quantum chemistry calculation of the molecule C2H4N2O2 at a distorted geometry, from OMol25.

- orbital gap (eV) = 9.16
- relative energy (zero: lowest compared OMol25 entry of this formula, charge and spin) (kJ/mol) = 762.79
- structure (SMILES) = O/N=C\C=N\O
- LUMO level (Ha) = 0.0129

The geometry in ORCA input format:
```
! wB97M-V def2-TZVPD RIJCOSX def2/J DEFGRID3
* xyz 0 1
O -1.63 -1.40 -0.21
N -1.66 -0.12 0.11
C -0.77 0.91 -0.05
C 0.69 0.57 -0.29
N 1.03 -0.66 -0.07
O 2.34 -0.92 0.09
H -2.57 -1.79 0.31
H -1.26 1.96 0.40
H 1.24 1.44 -0.14
H 2.57 0.01 -0.14
*
```

Now the natural (NBO) charges, all in e: atom 1 (O): -0.47, atom 2 (N): -0.12, atom 3 (C): -0.09, atom 4 (C): -0.13, atom 5 (N): -0.05, atom 6 (O): -0.48, atom 7 (H): 0.49, atom 8 (H): 0.24, atom 9 (H): 0.17, atom 10 (H): 0.44

---

(2)
The following is a quantum chemistry calculation of the molecule C2H4N2O2, from OMol25.

- orbital gap (eV) = 10.38
- relative energy (zero: lowest compared OMol25 entry of this formula, charge and spin) (kJ/mol) = 56.77
- structure (SMILES) = NC(=O)NC=O
- LUMO level (Ha) = 0.0158

The geometry in ORCA input format:
```
! wB97M-V def2-TZVPD RIJCOSX def2/J DEFGRID3
* xyz 0 1
N -1.82 0.01 -0.10
C -0.57 0.55 -0.03
O -0.38 1.75 0.00
N 0.48 -0.40 -0.05
C 1.84 -0.13 -0.02
O 2.40 0.92 -0.08
H -2.52 0.71 0.13
H -2.06 -0.98 -0.07
H 0.23 -1.37 0.14
H 2.41 -1.07 0.07
*
```

Now the natural (NBO) charges, all in e: atom 1 (N): -0.85, atom 2 (C): 0.78, atom 3 (O): -0.58, atom 4 (N): -0.68, atom 5 (C): 0.54, atom 6 (O): -0.52, atom 7 (H): 0.41, atom 8 (H): 0.40, atom 9 (H): 0.39, atom 10 (H): 0.10

---

Please write out number 2 again, unchanged.
The following is a quantum chemistry calculation of the molecule C2H4N2O2, from OMol25.

- orbital gap (eV) = 10.38
- relative energy (zero: lowest compared OMol25 entry of this formula, charge and spin) (kJ/mol) = 56.77
- structure (SMILES) = NC(=O)NC=O
- LUMO level (Ha) = 0.0158

The geometry in ORCA input format:
```
! wB97M-V def2-TZVPD RIJCOSX def2/J DEFGRID3
* xyz 0 1
N -1.82 0.01 -0.10
C -0.57 0.55 -0.03
O -0.38 1.75 0.00
N 0.48 -0.40 -0.05
C 1.84 -0.13 -0.02
O 2.40 0.92 -0.08
H -2.52 0.71 0.13
H -2.06 -0.98 -0.07
H 0.23 -1.37 0.14
H 2.41 -1.07 0.07
*
```

Now the natural (NBO) charges, all in e: atom 1 (N): -0.85, atom 2 (C): 0.78, atom 3 (O): -0.58, atom 4 (N): -0.68, atom 5 (C): 0.54, atom 6 (O): -0.52, atom 7 (H): 0.41, atom 8 (H): 0.40, atom 9 (H): 0.39, atom 10 (H): 0.10

---

Q: The highest orbital gap belongs to which entry?
A: number 2

---

Q: Which value of orbital gap does entry 2 give?
A: 10.38 eV

---

Q: Among the records above, which one has the highest relative energy (zero: lowest compared OMol25 entry of this formula, charge and spin)?
A: number 1